[1]
{"formula": "C72H183F3N13O33Ti", "method": "ωB97M-V/def2-TZVPD", "symbols": ["Ti", "C", "O", "O", "C", "F", "F", "F", "C", "C", "H", "H", "H", "H", "H", "H", "C", "C", "O", "H", "H", "H", "H", "H", "H", "C", "C", "O", "H", "H", "H", "H", "H", "H", "C", "C", "O", "H", "H", "H", "H", "H", "H", "C", "C", "O", "H", "H", "H", "H", "H", "H", "C", "C", "O", "H", "H", "H", "H", "H", "H", "C", "O", "C", "C", "N", "C", "C", "O", "C", "H", "H", "H", "H", "H", "H", "H", "H", "H", "H", "H", "H", "H", "H", "H", "C", "O", "C", "C", "N", "C", "C", "O", "C", "H", "H", "H", "H", "H", "H", "H", "H", "H", "H", "H", "H", "H", "H", "H", "C", "O", "C", "C", "N", "C", "C", "O", "C", "H", "H", "H", "H", "H", "H", "H", "H", "H", "H", "H", "H", "H", "H", "H", "C", "O", "C", "C", "N", "C", "C", "O", "C", "H", "H", "H", "H", "H", "H", "H", "H", "H", "H", "H", "H", "H", "H", "H", "C", "O", "C", "C", "N", "C", "C", "O", "C", "H", "H", "H", "H", "H", "H", "H", "H", "H", "H", "H", "H", "H", "H", "H", "C", "O", "C", "C", "N", "C", "C", "O", "C", "H", "H", "H", "H", "H", "H", "H", "H", "H", "H", "H", "H", "H", "H", "H", "C", "O", "C", "C", "N", "C", "C", "O", "C", "H", "H", "H", "H", "H", "H", "H", "H", "H", "H", "H", "H", "H", "H", "H", "C", "O", "C", "C", "N", "C", "C", "O", "C", "H", "H", "H", "H", "H", "H", "H", "H", "H", "H", "H", "H", "H", "H", "H", "C", "O", "C", "C", "N", "C", "C", "O", "C", "H", "H", "H", "H", "H", "H", "H", "H", "H", "H", "H", "H", "H", "H", "H", "C", "N", "O", "O", "H", "H", "H", "C", "N", "O", "O", "H", "H", "H", "C", "N", "O", "O", "H", "H", "H", "C", "N", "O", "O", "H", "H", "H"], "xyz": [[-8.562, 12.168, -18.812], [-6.638, 14.789, -19.433], [-6.234, 13.451, -19.736], [-7.808, 14.598, -18.676], [-5.335, 15.581, -18.942], [-5.098, 15.478, -17.621], [-4.255, 15.126, -19.595], [-5.496, 16.870, -19.184], [-5.807, 13.148, -21.129], [-5.593, 11.572, -21.092], [-6.435, 10.930, -20.833], [-5.260, 11.212, -22.066], [-4.810, 11.346, -20.368], [-4.895, 13.722, -21.293], [-6.513, 13.410, -21.917], [-6.881, 15.248, -20.391], [-3.583, 23.033, -17.918], [-3.340, 22.128, -16.714], [-3.054, 20.858, -17.155], [-2.784, 22.987, -18.658], [-3.703, 24.030, -17.494], [-4.539, 22.865, -18.414], [-4.175, 22.143, -16.014], [-2.478, 22.637, -16.283], [-3.861, 20.346, -17.252], [-4.722, 17.538, -23.310], [-3.936, 18.600, -23.987], [-3.713, 19.565, -22.985], [-4.272, 17.136, -22.402], [-4.891, 16.669, -23.946], [-5.723, 17.814, -22.978], [-4.476, 18.990, -24.850], [-2.973, 18.185, -24.282], [-3.012, 19.258, -22.405], [0.562, 16.523, -19.694], [2.079, 16.355, -19.459], [2.792, 16.470, -20.732], [-0.063, 16.365, -18.815], [0.194, 15.677, -20.275], [0.355, 17.394, -20.317], [2.228, 15.342, -19.086], [2.484, 17.049, -18.723], [2.651, 17.386, -20.979], [-2.058, 18.792, -19.450], [-1.270, 19.692, -20.398], [-1.335, 19.142, -21.720], [-1.722, 17.755, -19.421], [-3.126, 18.808, -19.668], [-1.957, 19.017, -18.388], [-0.230, 19.752, -20.078], [-1.743, 20.671, -20.484], [-0.450, 19.007, -22.067], [-10.841, 17.014, -19.409], [-9.885, 17.625, -18.359], [-9.534, 16.655, -17.403], [-11.813, 16.752, -18.992], [-10.391, 16.132, -19.865], [-10.936, 17.692, -20.257], [-10.358, 18.490, -17.893], [-9.029, 18.025, -18.903], [-8.876, 16.068, -17.781], [-11.059, 13.621, -17.539], [-10.697, 12.233, -17.610], [-10.382, 11.638, -16.372], [-8.993, 11.970, -15.827], [-8.014, 11.286, -16.668], [-6.701, 11.892, -16.445], [-5.622, 11.334, -17.424], [-4.972, 10.234, -16.882], [-4.153, 9.508, -17.795], [-11.216, 14.113, -18.499], [-10.335, 14.123, -16.898], [-11.973, 13.782, -16.967], [-10.460, 10.570, -16.574], [-11.175, 11.859, -15.657], [-8.981, 11.474, -14.857], [-8.741, 13.027, -15.746], [-8.043, 10.331, -16.340], [-6.320, 11.776, -15.430], [-6.732, 12.971, -16.595], [-4.856, 12.066, -17.680], [-6.088, 11.134, -18.389], [-3.700, 8.631, -17.333], [-3.376, 10.182, -18.156], [-4.729, 9.252, -18.684], [-2.193, 14.589, -24.407], [-0.987, 15.248, -24.586], [-0.515, 15.837, -23.333], [0.320, 17.006, -23.953], [1.035, 17.732, -22.932], [1.931, 18.746, -23.566], [2.504, 19.748, -22.578], [3.139, 19.027, -21.537], [3.595, 19.871, -20.513], [-2.011, 13.518, -24.329], [-2.793, 14.732, -25.306], [-2.868, 14.825, -23.584], [0.135, 15.085, -22.885], [-1.302, 16.152, -22.647], [-0.351, 17.669, -24.498], [0.986, 16.493, -24.647], [1.589, 17.073, -22.405], [1.514, 19.263, -24.430], [2.781, 18.192, -23.965], [1.697, 20.383, -22.212], [3.171, 20.395, -23.147], [2.867, 20.511, -20.014], [4.422, 20.420, -20.963], [4.069, 19.183, -19.812], [-6.951, 21.788, -21.120], [-7.058, 21.377, -19.787], [-6.159, 20.395, -19.459], [-6.400, 20.062, -18.027], [-5.407, 19.229, -17.430], [-5.802, 18.532, -16.232], [-6.205, 19.360, -15.013], [-6.346, 18.518, -13.868], [-6.893, 19.186, -12.722], [-5.990, 22.283, -21.263], [-7.661, 22.574, -21.379], [-7.033, 21.033, -21.902], [-5.164, 20.838, -19.487], [-6.196, 19.555, -20.154], [-7.370, 19.565, -18.021], [-6.404, 21.007, -17.485], [-5.283, 18.443, -18.053], [-4.929, 17.958, -15.920], [-6.647, 17.894, -16.492], [-7.118, 19.906, -15.250], [-5.521, 20.190, -14.840], [-6.982, 18.389, -11.984], [-7.865, 19.619, -12.961], [-6.297, 20.052, -12.431], [-3.230, 17.474, -14.231], [-2.210, 16.869, -13.460], [-1.354, 17.711, -12.706], [-0.214, 16.941, -11.983], [0.401, 15.975, -12.910], [1.511, 15.219, -12.297], [1.093, 14.164, -11.310], [0.178, 13.250, -11.913], [-0.263, 12.240, -10.982], [-3.884, 18.126, -13.651], [-3.746, 16.604, -14.636], [-2.898, 18.006, -15.122], [-1.955, 18.316, -12.029], [-0.872, 18.444, -13.353], [-0.630, 16.357, -11.162], [0.515, 17.648, -11.587], [-0.399, 15.435, -13.208], [2.174, 15.884, -11.743], [2.076, 14.782, -13.120], [0.646, 14.652, -10.444], [1.964, 13.592, -10.992], [-0.915, 11.577, -11.551], [-0.829, 12.688, -10.166], [0.689, 11.742, -10.796], [-8.567, 14.926, -24.239], [-9.133, 13.932, -23.456], [-9.462, 14.254, -22.177], [-10.280, 13.086, -21.555], [-9.407, 11.890, -21.274], [-10.180, 10.672, -21.021], [-9.223, 9.500, -20.645], [-8.529, 9.827, -19.425], [-7.995, 8.628, -18.816], [-9.248, 15.690, -24.613], [-8.254, 14.352, -25.111], [-7.757, 15.507, -23.798], [-9.933, 15.236, -22.208], [-8.594, 14.385, -21.531], [-11.124, 12.904, -22.220], [-10.762, 13.459, -20.651], [-8.907, 11.742, -22.139], [-10.695, 10.400, -21.942], [-10.896, 10.757, -20.203], [-8.578, 9.266, -21.492], [-9.925, 8.690, -20.451], [-7.301, 8.160, -19.515], [-8.703, 7.905, -18.412], [-7.306, 8.824, -17.994], [-8.540, 3.388, -26.118], [-8.356, 4.495, -25.289], [-7.286, 4.339, -24.373], [-7.006, 5.710, -23.780], [-5.878, 5.554, -22.839], [-5.367, 6.894, -22.561], [-4.548, 6.724, -21.234], [-5.419, 6.193, -20.194], [-4.712, 5.562, -19.175], [-7.591, 2.978, -26.462], [-9.022, 3.672, -27.053], [-9.123, 2.607, -25.629], [-6.378, 3.982, -24.858], [-7.504, 3.585, -23.618], [-7.985, 6.014, -23.411], [-6.689, 6.447, -24.518], [-6.210, 5.360, -21.905], [-6.175, 7.621, -22.480], [-4.678, 7.195, -23.350], [-4.085, 7.671, -20.956], [-3.723, 6.051, -21.467], [-4.058, 4.735, -19.452], [-5.474, 5.078, -18.564], [-4.113, 6.232, -18.558], [-0.439, 8.601, -15.338], [-0.206, 10.005, -15.216], [1.006, 10.376, -14.520], [1.389, 11.850, -14.770], [1.464, 12.188, -16.166], [1.601, 13.640, -16.281], [0.321, 14.465, -15.914], [-0.485, 14.426, -17.078], [-1.812, 15.004, -17.032], [0.305, 8.155, -15.998], [-1.429, 8.485, -15.779], [-0.417, 8.071, -14.386], [1.842, 9.784, -14.895], [0.961, 10.163, -13.452], [2.272, 12.213, -14.244], [0.633, 12.422, -14.231], [0.584, 11.851, -16.531], [2.010, 13.919, -17.252], [2.406, 14.012, -15.648], [0.536, 15.527, -15.792], [-0.096, 14.108, -14.972], [-1.798, 15.992, -16.572], [-2.482, 14.465, -16.362], [-2.294, 14.877, -18.002], [-5.554, 9.575, -27.637], [-6.637, 10.459, -27.780], [-7.207, 10.670, -29.078], [-8.625, 11.218, -28.956], [-8.741, 12.424, -28.107], [-8.491, 13.600, -28.891], [-8.185, 14.902, -28.140], [-6.814, 14.832, -27.662], [-6.487, 16.063, -27.009], [-5.024, 9.797, -26.710], [-4.892, 9.703, -28.493], [-5.903, 8.543, -27.607], [-7.216, 9.774, -29.699], [-6.528, 11.422, -29.479], [-9.173, 10.361, -28.565], [-9.038, 11.424, -29.944], [-8.012, 12.374, -27.410], [-9.358, 13.826, -29.512], [-7.686, 13.476, -29.616], [-8.880, 15.081, -27.320], [-8.210, 15.754, -28.819], [-5.480, 16.027, -26.593], [-7.101, 16.225, -26.124], [-6.563, 16.918, -27.680], [1.659, 11.935, -20.040], [0.839, 12.569, -21.068], [-0.520, 12.749, -20.585], [-1.284, 11.475, -20.302], [-1.344, 10.378, -21.293], [-2.243, 10.714, -22.418], [-2.047, 9.938, -23.697], [-1.137, 10.634, -24.546], [-1.002, 10.102, -25.920], [2.631, 11.635, -20.432], [1.242, 11.066, -19.531], [1.846, 12.699, -19.286], [-1.032, 13.375, -21.315], [-0.416, 13.300, -19.651], [-2.246, 11.666, -19.828], [-0.846, 10.997, -19.426], [-0.421, 10.284, -21.693], [-2.203, 11.728, -22.814], [-3.254, 10.632, -22.018], [-3.038, 9.876, -24.147], [-1.647, 8.969, -23.401], [-0.285, 10.650, -26.531], [-2.009, 10.176, -26.331], [-0.708, 9.056, -25.999], [-4.649, 12.981, -26.882], [-4.815, 12.904, -25.448], [-4.527, 11.855, -24.935], [-5.374, 13.821, -24.880], [-4.313, 14.006, -27.033], [-5.585, 12.618, -27.307], [-3.909, 12.280, -27.270], [-7.626, 15.720, -14.559], [-6.593, 15.040, -13.786], [-5.741, 14.382, -14.395], [-6.651, 15.107, -12.523], [-7.891, 16.695, -14.149], [-8.493, 15.060, -14.581], [-7.306, 15.691, -15.600], [-7.906, 11.206, -24.772], [-7.604, 9.789, -24.518], [-8.410, 8.992, -24.925], [-6.675, 9.445, -23.807], [-7.431, 11.512, -25.704], [-7.663, 11.767, -23.869], [-8.980, 11.252, -24.948], [-2.751, 11.540, -15.228], [-3.537, 10.738, -14.212], [-3.079, 9.704, -13.784], [-4.500, 11.300, -13.671], [-2.528, 11.015, -16.157], [-1.841, 11.734, -14.661], [-3.370, 12.429, -15.346]], "lowdin_spin": [2.551, 0.002, 0.011, 0.039, 0.000, 0.000, 0.000, 0.000, 0.002, 0.006, 0.004, 0.000, 0.000, 0.000, 0.000, 0.000, 0.000, 0.000, 0.000, 0.000, 0.000, 0.000, 0.000, 0.000, 0.000, 0.000, 0.000, 0.000, 0.000, 0.000, 0.000, 0.000, 0.000, 0.000, 0.000, 0.000, 0.000, 0.000, 0.000, 0.000, 0.000, 0.000, 0.000, 0.000, 0.000, 0.000, 0.000, 0.000, 0.000, 0.000, 0.000, 0.000, 0.000, 0.000, 0.000, 0.000, 0.000, 0.000, 0.000, 0.000, 0.000, 0.024, 0.048, 0.012, 0.021, 0.033, 0.020, 0.017, 0.004, 0.000, 0.006, 0.003, 0.002, 0.002, 0.001, 0.004, 0.004, 0.003, 0.003, 0.005, 0.001, 0.011, 0.000, 0.000, 0.000, 0.000, 0.000, 0.000, 0.000, 0.000, 0.000, 0.000, 0.000, 0.000, 0.000, 0.000, 0.000, 0.000, 0.000, 0.000, 0.000, 0.000, 0.000, 0.000, 0.000, 0.000, 0.000, 0.000, 0.000, 0.000, 0.000, 0.000, 0.000, 0.000, 0.000, 0.000, 0.000, 0.000, 0.000, 0.000, 0.000, 0.000, 0.000, 0.000, 0.000, 0.000, 0.000, 0.000, 0.000, 0.000, 0.000, 0.000, 0.000, 0.000, 0.000, 0.000, 0.000, 0.000, 0.000, 0.000, 0.000, 0.000, 0.000, 0.000, 0.000, 0.000, 0.000, 0.000, 0.000, 0.000, 0.000, 0.000, 0.000, 0.000, 0.000, 0.000, 0.000, 0.000, 0.001, 0.003, 0.019, 0.032, 0.019, 0.005, 0.047, 0.004, 0.000, 0.000, 0.000, 0.000, 0.001, 0.002, 0.008, 0.003, 0.002, 0.006, 0.001, 0.001, 0.000, 0.001, 0.001, 0.000, 0.000, 0.000, 0.000, 0.000, 0.000, 0.000, 0.000, 0.000, 0.000, 0.000, 0.000, 0.000, 0.000, 0.000, 0.000, 0.000, 0.000, 0.000, 0.000, 0.000, 0.000, 0.000, 0.000, 0.000, 0.000, 0.000, 0.000, 0.000, 0.000, 0.000, 0.000, 0.000, 0.000, 0.000, 0.000, 0.000, 0.000, 0.000, 0.000, 0.000, 0.000, 0.000, 0.000, 0.000, 0.000, 0.000, 0.000, 0.000, 0.000, 0.000, 0.000, 0.000, 0.000, 0.000, 0.000, 0.000, 0.000, 0.000, 0.000, 0.000, 0.000, 0.000, 0.000, 0.000, 0.000, 0.000, 0.000, 0.000, 0.000, 0.000, 0.000, 0.000, 0.000, 0.000, 0.000, 0.000, 0.000, 0.000, 0.000, 0.000, 0.000, 0.000, 0.000, 0.000, 0.000, 0.000, 0.000, 0.000, 0.000, 0.000, 0.000, 0.000, 0.000, 0.000, 0.000, 0.000, 0.000, 0.000, 0.000, 0.000, 0.000, 0.000, 0.000, 0.000, 0.000, 0.000, 0.000, 0.000, 0.000, 0.000, 0.000, 0.000, 0.000, 0.000, 0.000, 0.000, 0.000, 0.000, 0.000, 0.000, 0.000, 0.000, 0.000], "e_lumo_ev": [0.110, 0.110], "max_force_ev_per_a": 3.17, "gap_ev": [4.01, 8.48], "multiplicity": 4}


[2]
{"formula": "CH5ClNP", "method": "ωB97M-V/def2-TZVPD", "symbols": ["C", "N", "P", "Cl", "H", "H", "H", "H", "H"], "xyz": [[0.361, -1.161, 0.259], [0.363, 1.465, -0.631], [-0.734, -0.088, -0.826], [-2.035, 0.215, 0.636], [0.425, -0.570, 1.164], [1.321, -1.395, -0.307], [-0.163, -2.137, 0.447], [0.471, 1.372, 0.344], [-0.011, 2.300, -1.086]], "nbo_charge": [-0.961, -1.163, 0.912, -0.260, 0.231, 0.246, 0.248, 0.359, 0.388], "e_above_lowest_kcal_mol": 32.84, "e_lumo_ev": [1.012, -3.017], "max_force_ev_per_a": 2.55, "gap_ev": [5.49, 6.72], "multiplicity": 3}